1.
{
  "formula": "C3H4FO2S",
  "method": "ωB97M-V with the def2-TZVPD basis set",
  "symbols": ["C", "C", "F", "S", "C", "O", "O", "H", "H", "H", "H"],
  "coordinates": [[-1.364, -0.283, 0.035], [0.007, 0.104, -0.437], [0.096, -0.026, -1.791], [0.406, 2.200, -0.054], [1.216, -0.657, 0.290], [2.138, 0.032, 0.734], [1.038, -1.869, 0.302], [-1.555, 0.130, 1.021], [-1.382, -1.373, 0.095], [-2.127, 0.056, -0.665], [1.528, 1.686, 0.471]],
  "nbo_charge": [-0.70, 0.35, -0.37, -0.39, 0.71, -0.74, -0.73, 0.23, 0.24, 0.20, 0.21],
  "gap_ev": 8.3819,
  "charge": -1,
  "smiles": "C[C@@](F)(S)C(=O)[O-]",
  "homo_ev": -4.761
}

=====

2.
{
  "formula": "C3H4FO3S",
  "method": "ωB97M-V with the def2-TZVPD basis set",
  "symbols": ["C", "C", "C", "O", "O", "O", "F", "S", "H", "H", "H", "H"],
  "coordinates": [[0.913, -1.992, -0.030], [2.121, -2.166, 0.033], [-0.091, 0.362, 0.352], [-2.123, 1.257, -1.599], [-2.233, 1.522, 0.886], [-0.606, 2.787, -0.501], [3.474, -2.379, 0.035], [-1.420, 1.621, -0.343], [0.064, -1.409, -0.159], [-0.943, -0.120, 0.110], [0.722, -0.022, -0.177], [0.123, 0.537, 1.391]],
  "nbo_charge": [-0.37, 0.36, -0.87, -1.00, -1.03, -1.03, -0.30, 2.35, 0.26, 0.19, 0.20, 0.23],
  "gap_ev": 7.9224,
  "charge": -1,
  "homo_ev": -4.884
}

=====

3.
{
  "formula": "C3H4FeO5",
  "method": "ωB97M-V with the def2-TZVPD basis set",
  "symbols": ["C", "C", "O", "C", "O", "O", "O", "H", "H", "H", "O", "H", "Fe"],
  "coordinates": [[-2.404, 0.646, 0.002], [-2.061, -0.726, 0.038], [-0.902, -1.330, 0.194], [0.363, -0.901, -0.154], [1.247, -1.755, -0.203], [0.620, 0.327, -0.075], [-1.624, 1.649, -0.029], [-3.470, 0.858, -0.115], [-2.872, -1.438, -0.121], [-0.651, 1.344, -0.061], [4.271, 0.617, -0.080], [4.896, 0.675, 0.641], [2.589, 0.033, -0.037]],
  "nbo_charge": [0.27, 0.25, -0.43, 0.97, -0.62, -0.83, -0.49, 0.24, 0.24, 0.53, -1.16, 0.50, 1.53],
  "gap_ev": [9.7616, 6.2333],
  "charge": 1,
  "homo_ev": [-14.075, -14.059],
  "multiplicity": 6
}

=====

4.
{
  "formula": "C3H4HgO3",
  "method": "ωB97M-V with the def2-TZVPD basis set",
  "symbols": ["H", "O", "C", "C", "C", "O", "O", "Hg", "H", "H", "H"],
  "coordinates": [[0.303, -0.179, -1.468], [1.010, -1.068, 0.934], [1.741, -0.176, 0.535], [1.299, 0.858, -0.461], [-0.616, 1.135, -0.423], [-1.261, 2.047, -0.057], [-0.879, 0.035, -1.070], [-1.096, -1.890, 0.527], [1.896, 0.754, -1.382], [2.803, -0.150, 0.841], [1.633, 1.834, -0.078]],
  "nbo_charge": [0.57, -0.63, 0.49, -0.84, 0.90, -0.43, -0.75, 0.90, 0.30, 0.19, 0.31],
  "gap_ev": [9.4581, 7.3796],
  "charge": 1,
  "homo_ev": [-14.143, -14.925],
  "multiplicity": 2
}

=====

5.
{
  "formula": "C3H4HgO4",
  "method": "ωB97M-V with the def2-TZVPD basis set",
  "symbols": ["C", "C", "O", "C", "O", "O", "O", "H", "H", "H", "Hg", "H"],
  "coordinates": [[-1.931, 0.020, 0.176], [-0.689, -0.807, 0.045], [0.335, -0.367, 0.950], [1.544, -0.027, 0.417], [2.506, -0.749, 0.761], [1.541, 0.693, -0.613], [-2.236, 0.880, -0.703], [-2.249, 0.200, 1.227], [-0.341, -0.818, -0.998], [-0.921, -1.842, 0.340], [3.810, 0.573, -0.555], [-1.369, 2.244, -1.048]],
  "nbo_charge": [0.36, -0.16, -0.56, 0.92, -0.79, -0.82, -0.57, 0.12, 0.22, 0.18, 0.00, 0.09],
  "gap_ev": [5.6277, 5.0346],
  "charge": -1,
  "homo_ev": [-2.624, -2.623],
  "multiplicity": 2
}

=====

6.
{
  "formula": "C3H4HoLiO4",
  "method": "ωB97M-V with the def2-TZVPD basis set",
  "symbols": ["O", "C", "C", "O", "O", "C", "Ho", "H", "H", "Li", "O", "H", "H"],
  "coordinates": [[0.410, 0.748, 0.201], [1.493, -0.087, 0.003], [-0.837, 0.324, 0.065], [2.517, 0.561, -0.294], [1.306, -1.296, -0.007], [-1.752, 0.000, 0.986], [3.977, 2.416, -0.170], [-2.804, 0.222, 0.814], [-1.429, 0.098, 2.023], [1.885, -2.953, 0.516], [-1.210, -0.077, -1.248], [-1.446, 0.668, -1.842], [-2.110, -0.623, -1.047]],
  "nbo_charge": [-0.42, 1.02, 0.76, -0.81, -0.73, -0.08, 1.97, 0.32, 0.32, 0.99, -0.59, 0.62, 0.63],
  "gap_ev": [8.6215, 3.5085],
  "charge": 4,
  "homo_ev": [-25.521, -24.296],
  "multiplicity": 5
}

=====

7.
{
  "formula": "C3H4I2",
  "method": "ωB97M-V with the def2-TZVPD basis set",
  "symbols": ["C", "C", "C", "I", "I", "H", "H", "H", "H"],
  "coordinates": [[0.540, -0.442, -0.489], [-0.442, 0.625, -0.630], [-0.074, -0.122, 0.867], [-1.648, -1.443, 1.429], [0.974, 0.876, 2.464], [0.399, -1.563, -0.899], [1.600, -0.064, -0.546], [-0.010, 1.570, -1.030], [-1.339, 0.562, -1.167]],
  "nbo_charge": [-0.48, -0.42, -0.40, 0.18, 0.20, 0.23, 0.23, 0.22, 0.23],
  "gap_ev": 8.8156,
  "charge": 0,
  "homo_ev": -9.093
}

=====

8.
{
  "formula": "C3H4IN3",
  "method": "ωB97M-V with the def2-TZVPD basis set",
  "symbols": ["N", "N", "C", "N", "C", "C", "I", "H", "H", "H", "H"],
  "coordinates": [[-1.784, -0.159, -0.688], [-0.526, 0.205, -0.356], [0.142, 1.308, -0.388], [1.293, 1.290, 0.240], [1.625, 0.090, 0.747], [0.733, -0.862, 0.384], [0.076, -2.733, 1.055], [-2.121, -0.717, -0.024], [-1.766, -0.696, -1.477], [-0.271, 2.221, -0.545], [2.598, 0.054, 1.051]],
  "nbo_charge": [-0.58, -0.20, 0.23, -0.50, -0.10, -0.16, 0.19, 0.35, 0.35, 0.20, 0.22],
  "gap_ev": 8.6777,
  "charge": 0,
  "smiles": "Nn1cncc1I",
  "homo_ev": -8.506
}

=====

9.
{
  "formula": "C3H4IN4",
  "method": "ωB97M-V with the def2-TZVPD basis set",
  "symbols": ["C", "C", "C", "N", "N", "N", "N", "I", "H", "H", "H", "H"],
  "coordinates": [[1.521, 2.167, -0.176], [-0.576, -0.623, 0.589], [-0.661, 0.383, -0.487], [2.357, 3.901, 0.408], [1.379, 3.137, 0.717], [2.629, 2.252, -0.893], [3.118, 3.403, -0.522], [-2.394, 1.691, -0.043], [0.301, -1.108, 0.845], [-1.507, -1.417, 0.520], [-0.682, 0.038, 1.455], [-0.718, 0.059, -1.574]],
  "nbo_charge": [0.36, -0.73, -0.22, -0.17, -0.44, -0.45, -0.18, 0.01, 0.23, 0.19, 0.23, 0.18],
  "gap_ev": [7.5747, 7.5704],
  "charge": -1,
  "homo_ev": [-4.983, -4.865]
}

=====

10.
{
  "formula": "C3H4INO",
  "method": "ωB97M-V with the def2-TZVPD basis set",
  "symbols": ["C", "C", "C", "N", "O", "I", "H", "H", "H", "H"],
  "coordinates": [[1.021, -0.231, 1.319], [-0.089, -0.357, 0.656], [-0.301, 0.512, -0.809], [-1.230, 0.001, -1.736], [-1.874, -0.970, -1.315], [1.471, 0.831, -1.911], [0.894, -0.778, 2.237], [1.733, 0.538, 1.262], [-0.831, -1.042, 0.766], [-0.794, 1.497, -0.470]],
  "nbo_charge": [-0.40, -0.16, -0.33, 0.10, -0.29, 0.17, 0.21, 0.22, 0.21, 0.26],
  "gap_ev": 9.0330,
  "charge": 0,
  "homo_ev": -9.721
}

=====

11.
{
  "formula": "C3H4INO2",
  "method": "ωB97M-V with the def2-TZVPD basis set",
  "symbols": ["C", "C", "C", "O", "N", "O", "I", "H", "H", "H", "H"],
  "coordinates": [[-1.723, -0.028, 0.304], [-0.951, 0.983, 0.066], [0.573, 0.792, -0.060], [1.270, 1.758, -0.133], [1.386, -0.482, -0.207], [0.904, -1.695, 0.005], [3.489, -0.265, 0.054], [-1.263, -0.982, 0.340], [-2.861, 0.022, 0.466], [-1.395, 1.900, 0.052], [0.570, -2.005, -0.888]],
  "nbo_charge": [-0.31, -0.28, 0.62, -0.55, -0.33, -0.53, 0.29, 0.20, 0.21, 0.23, 0.46],
  "gap_ev": 8.3512,
  "charge": 0,
  "smiles": "C=CC(=O)N(O)I",
  "homo_ev": -8.896
}

=====

12.
{
  "formula": "C3H4IPS",
  "method": "ωB97M-V with the def2-TZVPD basis set",
  "symbols": ["C", "C", "C", "P", "S", "I", "H", "H", "H", "H"],
  "coordinates": [[1.819, -1.210, -1.951], [2.378, -0.692, -1.033], [0.183, 1.668, 0.973], [-0.246, 3.228, 0.764], [-1.840, 2.903, -0.604], [3.545, -0.146, 0.473], [1.002, -1.633, -2.465], [-1.711, 1.550, -0.520], [1.076, 1.446, 1.535], [-0.279, 0.759, 0.484]],
  "nbo_charge": [-0.23, -0.31, -0.75, 0.41, -0.20, 0.30, 0.24, 0.14, 0.20, 0.19],
  "gap_ev": [6.3900, 7.2890],
  "charge": 0,
  "homo_ev": [-6.136, -9.799],
  "multiplicity": 3
}